# 1
# C7H10

One molecule with the formula C7H10 (wB97M-V/def2-TZVPD, the Open Molecules 2025 dataset).

```
! wB97M-V def2-TZVPD RIJCOSX def2/J DEFGRID3
* xyz 0 1
C 0.224 2.087 0.463
C 0.880 1.037 1.315
C 0.379 0.692 -0.056
C 0.767 -1.462 -1.816
C -0.565 -1.377 -1.291
C -0.849 -1.615 0.205
C -0.801 -0.225 -0.272
H 0.857 2.844 0.010
H -0.767 2.431 0.741
H 1.953 1.080 1.473
H 0.317 0.656 2.163
H 1.132 0.614 -0.829
H 1.462 -1.418 -0.947
H -1.386 -1.547 -1.985
H -0.021 -1.993 0.795
H -1.814 -2.064 0.425
H -1.768 0.262 -0.394
*
```

Its LUMO energy is -0.0024 hartree. For the energy relative to the best compared isomer or geometry (same formula, charge and spin), the calculation gives 516.7 kJ/mol. The calculation puts the HOMO energy at -8.3 eV. For the HOMO-LUMO gap, the calculation gives 8.2 eV.

Per-atom Löwdin charges, elementary charge units: -0.115, -0.107, -0.291, 0.134, -0.352, -0.070, -0.201, 0.101, 0.102, 0.100, 0.105, 0.116, 0.007, 0.107, 0.112, 0.107, 0.145

=====

# 2
# C14H24N2O4Pd

C14H24N2O4Pd as an isolated structure (wB97M-V/def2-TZVPD, the Open Molecules 2025 dataset).

```
! wB97M-V def2-TZVPD RIJCOSX def2/J DEFGRID3
* xyz 2 1
Pd 0.087 0.451 0.180
C -1.538 -0.942 -2.480
O -1.622 -0.739 -1.061
C -2.935 -0.345 -0.629
C -3.127 1.137 -0.808
O -2.037 1.742 -0.120
C -1.831 3.113 -0.444
C -0.461 3.441 0.080
O 0.492 2.462 -0.393
C 0.892 2.643 -1.767
H -2.319 -1.634 -2.795
H -0.564 -1.382 -2.683
H -1.636 -0.004 -3.028
H -2.996 -0.597 0.429
H -3.698 -0.912 -1.164
H -4.087 1.461 -0.398
H -3.088 1.418 -1.865
H -2.590 3.751 0.014
H -1.880 3.241 -1.531
H -0.420 3.384 1.166
H -0.143 4.434 -0.240
H 1.159 3.686 -1.925
H 0.095 2.354 -2.454
H 1.769 2.019 -1.924
C 3.937 0.626 2.162
C 2.881 0.073 1.263
O 1.844 0.756 1.070
N 3.099 -1.102 0.680
C 2.177 -1.736 -0.258
C 0.978 -2.282 0.478
C 0.835 -3.622 0.776
C -0.228 -4.039 1.567
C -1.098 -3.092 2.081
C -0.910 -1.769 1.740
N 0.085 -1.383 0.931
H 3.523 1.428 2.765
H 4.751 1.024 1.553
H 4.343 -0.152 2.808
H 3.938 -1.600 0.937
H 2.710 -2.530 -0.774
H 1.868 -1.009 -1.010
H 1.560 -4.332 0.403
H -0.357 -5.087 1.798
H -1.915 -3.366 2.733
H -1.544 -0.986 2.135
*
```

Its LUMO energy is -0.2798 hartree. For the energy relative to the best compared isomer or geometry (same formula, charge and spin), the calculation gives 0.0 kJ/mol. The calculation puts the HOMO energy at -16.5 eV. For the HOMO-LUMO gap, the calculation gives 8.9 eV.

Per-atom Löwdin charges, elementary charge units: 1.131, -0.037, -0.279, -0.155, -0.155, -0.202, -0.157, -0.125, -0.324, -0.025, 0.108, 0.095, 0.095, 0.118, 0.146, 0.151, 0.134, 0.152, 0.135, 0.144, 0.148, 0.113, 0.096, 0.099, 0.051, -0.433, -0.061, 0.122, -0.080, -0.224, 0.029, 0.011, 0.003, -0.077, -0.037, 0.104, 0.115, 0.106, 0.172, 0.145, 0.116, 0.135, 0.135, 0.132, 0.131

=====

# 3
# C21H14Cl2NO2SSbSe4Ti

C21H14Cl2NO2SSbSe4Ti as an isolated structure (wB97M-V/def2-TZVPD, the Open Molecules 2025 dataset).

```
! wB97M-V def2-TZVPD RIJCOSX def2/J DEFGRID3
* xyz -1 2
Ti 0.196 -0.192 -0.257
Cl 3.501 2.393 1.675
C 2.666 0.850 1.424
C 3.201 -0.266 2.256
C 2.313 -2.259 2.697
Cl 2.784 -3.781 3.534
C 0.910 -2.478 2.148
C 0.010 -3.389 2.684
C -1.278 -3.523 2.160
C -1.671 -2.725 1.109
N -0.801 -1.848 0.610
C 0.435 -1.709 1.087
C 1.701 0.770 0.517
O 1.017 1.582 -0.238
H 4.171 0.085 2.593
H 0.295 -4.006 3.524
H -1.964 -4.241 2.588
H -2.656 -2.768 0.662
O 1.364 0.050 5.779
S 0.962 -0.464 4.436
C 2.526 -0.945 3.540
C 3.353 -1.701 1.670
C 4.754 -2.195 1.901
C 5.401 -2.067 3.061
C 4.860 -1.517 4.316
C 3.624 -1.072 4.564
C 0.371 0.968 3.539
C -0.837 0.883 2.866
C -1.386 2.022 2.291
C -0.724 3.234 2.398
C 0.474 3.314 3.099
C 1.017 2.186 3.688
H 3.032 -1.806 0.636
H 5.256 -2.680 1.072
H 6.417 -2.440 3.119
H 5.551 -1.514 5.152
H 3.371 -0.731 5.560
H -1.348 -0.071 2.777
H -2.316 1.949 1.743
H -1.138 4.115 1.927
H 0.997 4.259 3.173
H 1.941 2.241 4.248
Se -2.245 0.654 -1.154
Sb -1.086 0.109 -3.301
Se 0.924 -1.144 -2.429
Se -0.528 2.520 -3.429
Se -2.075 -0.912 -5.209
*
```

Its LUMO energy (alpha / beta) is 0.0588 / 0.0226 hartree. For the energy relative to the best compared isomer or geometry (same formula, charge and spin), the calculation gives 409.7 kJ/mol. The calculation puts the HOMO energy (alpha / beta) at -5.4 / -5.4 eV. For the HOMO-LUMO gap (alpha / beta), the calculation gives 7.0 / 6.0 eV.

Per-atom Löwdin charges, elementary charge units: 0.344, 0.659, -0.599, -0.217, -0.600, 0.759, -0.224, -0.051, -0.039, -0.107, -0.062, -0.205, -0.474, -0.215, 0.104, 0.078, 0.104, 0.119, -0.516, 1.045, -0.393, -0.185, -0.068, -0.115, -0.105, -0.093, -0.372, -0.102, -0.091, -0.060, -0.074, -0.106, 0.139, 0.108, 0.097, 0.100, 0.096, 0.105, 0.085, 0.109, 0.107, 0.111, 0.034, -0.251, 0.119, 0.071, -0.171

=====

# 4
# C22H65N4O10

A 8-piece molecular cluster, C22H65N4O10 overall at a distorted geometry (wB97M-V/def2-TZVPD, the Open Molecules 2025 dataset).

```
! wB97M-V def2-TZVPD RIJCOSX def2/J DEFGRID3
* xyz 1 1
N -0.516 -0.811 -1.267
H 0.297 -0.148 -1.359
H -0.538 -1.523 -1.963
H -1.514 -0.296 -1.183
H -0.705 -1.215 -0.381
C -2.874 -3.183 -3.150
O -2.201 -2.110 -3.596
H -3.074 -3.895 -3.956
H -3.925 -2.908 -2.761
H -2.495 -3.666 -2.231
H -2.529 -1.940 -4.501
C -4.297 -1.509 -0.386
O -3.073 -2.372 -0.228
H -4.443 -0.857 -1.136
H -4.538 -0.943 0.434
H -5.099 -2.196 -0.276
H -3.239 -2.746 0.621
C 2.402 -3.317 0.221
O 1.142 -3.459 -0.338
H 3.141 -3.779 -0.433
H 2.699 -3.568 1.182
H 2.556 -2.252 0.197
H 0.878 -4.247 0.271
C -2.447 2.512 1.781
O -2.255 1.573 0.778
H -2.795 2.327 2.621
H -2.768 3.365 1.482
H -1.425 2.777 2.206
H -2.971 1.935 0.023
C 1.443 1.169 1.243
O 1.228 -0.206 1.229
C 1.108 -0.721 2.560
C -0.271 -0.504 3.013
N -0.561 -1.446 4.106
C -1.890 -1.106 4.837
C -2.156 -2.209 5.889
O -3.386 -2.000 6.585
C -3.846 -3.203 7.290
H 1.596 1.705 0.392
H 2.385 1.346 1.704
H 0.760 1.460 1.926
H 1.973 -0.525 3.211
H 1.349 -1.788 2.566
H -1.034 -0.740 2.254
H -0.406 0.663 3.284
H 0.141 -1.748 4.674
H -2.706 -1.010 4.348
H -1.557 -0.303 5.500
H -1.375 -2.231 6.609
H -2.082 -3.065 5.365
H -4.090 -3.870 6.437
H -4.579 -3.155 8.024
H -3.135 -3.664 7.860
C 3.342 -6.293 -4.033
O 2.908 -4.932 -4.461
C 3.041 -4.115 -3.217
C 2.224 -2.853 -3.680
N 2.186 -1.769 -2.700
C 3.539 -1.062 -2.526
C 3.283 0.237 -1.854
O 4.369 0.962 -1.777
C 4.215 2.202 -1.135
H 3.658 -6.815 -4.874
H 2.442 -6.865 -3.354
H 4.236 -6.297 -3.342
H 4.008 -3.776 -2.994
H 2.352 -4.403 -2.363
H 1.326 -3.074 -3.959
H 2.639 -2.325 -4.558
H 1.915 -2.281 -1.752
H 3.952 -1.096 -3.492
H 4.038 -1.536 -1.808
H 2.923 0.000 -0.690
H 2.529 0.857 -2.182
H 4.016 2.141 -0.044
H 3.348 2.753 -1.500
H 5.149 2.799 -1.140
C 0.132 1.070 -4.032
O -0.136 1.562 -2.817
C -0.064 2.990 -2.787
C -0.738 3.522 -1.427
N -0.187 4.870 -1.040
C -0.882 5.357 0.246
C -0.397 6.810 0.721
O -1.002 7.077 1.985
C -0.638 8.290 2.610
H 0.431 -0.185 -3.765
H 0.876 1.637 -4.612
H -0.643 1.083 -4.696
H -0.574 3.325 -3.692
H 0.963 3.269 -2.718
H -0.623 2.606 -0.588
H -1.859 3.719 -1.795
H -0.135 5.736 -1.549
H -0.858 4.631 0.964
H -2.005 5.315 -0.092
H -0.974 7.549 0.031
H 0.710 6.812 0.757
H 0.482 8.266 2.800
H -1.210 8.698 3.496
H -0.646 9.177 1.828
*
```

Its LUMO energy is -0.0780 hartree. For the energy relative to the best compared isomer or geometry (same formula, charge and spin), the calculation gives 0.0 kJ/mol. The calculation puts the HOMO energy at -11.0 eV. For the HOMO-LUMO gap, the calculation gives 8.8 eV.

These are the Löwdin partial charges, in e, on atoms 1 to 99: 0.310, 0.121, 0.075, 0.194, 0.076, -0.233, -0.113, 0.089, 0.092, 0.078, 0.116, -0.072, -0.123, 0.047, 0.047, 0.081, 0.062, -0.201, -0.141, 0.081, 0.072, 0.060, 0.156, -0.170, -0.159, 0.007, 0.024, 0.111, 0.187, -0.102, -0.207, -0.227, -0.221, -0.036, -0.099, -0.229, -0.169, -0.055, 0.050, 0.090, 0.035, 0.145, 0.114, 0.117, 0.152, 0.064, 0.050, 0.124, 0.115, 0.077, 0.104, 0.066, 0.048, -0.098, -0.192, -0.160, -0.212, -0.059, -0.119, -0.312, -0.135, -0.080, 0.040, 0.146, 0.084, 0.100, 0.120, 0.046, 0.131, 0.091, 0.119, 0.069, 0.163, 0.076, 0.083, 0.082, 0.107, -0.170, -0.268, -0.180, -0.171, -0.089, -0.171, -0.187, -0.238, -0.137, 0.158, 0.097, 0.041, 0.124, 0.098, 0.152, 0.135, 0.097, 0.038, 0.132, 0.149, 0.127, 0.091